No. 1
CF4N2O | the ωB97M-V functional and the def2-TZVPD basis

energy above the lowest of the compared OMol25 structures with the same formula, charge and spin	834.1	kJ/mol

Each atom is followed by the atoms it is bonded to, with distances in Å.
Cartesian coordinates (Å):
1 C -1.60424 -0.26358 0.02719  O5 1.180, N6 1.526, F8 1.375
2 F 0.07083 1.44548 0.01099  N6 1.355
3 F 2.32867 0.90286 -0.02504  N7 1.243
4 F 2.25318 -1.07848 -0.51992  N7 1.358
5 O -1.99120 -1.36998 0.16281  C1 1.180
6 N -0.12402 0.10531 0.04560  C1 1.526, F2 1.355
7 N 1.98109 -0.18510 0.46649  F3 1.243, F4 1.358
8 F -2.25186 0.88366 -0.36816  C1 1.375

No. 2
C5H6N2 | the ωB97M-V functional and the def2-TZVPD basis

energy above the lowest of the compared OMol25 structures with the same formula, charge and spin	366.6	kJ/mol

Each atom is followed by the atoms it is bonded to, with distances in Å.
Cartesian coordinates (Å):
1 H 0.41833 1.18442 -2.13890  C3 1.058
2 N 0.00829 -1.28101 0.15336  C4 1.357, C6 1.300
3 C 0.26092 0.54167 -1.31363  H1 1.058, C4 1.339, C12 1.561
4 C -0.04563 -0.74307 -1.09078  N2 1.357, C3 1.339, H9 1.010
5 H 1.20623 1.93845 -0.13449  C12 1.014
6 C -0.64674 -2.19829 0.80194  N2 1.300, N7 1.157
7 N -1.27937 -2.97973 1.37538  C6 1.157
8 H -0.82239 0.32117 1.56056  C11 1.093
9 H -0.12143 -1.28095 -1.94204  C4 1.010
10 H 0.92957 0.37412 1.90264  C11 1.108
11 C 0.15895 0.51476 1.11964  H8 1.093, H10 1.108, C12 1.496
12 C 0.32641 1.44293 -0.04127  C3 1.561, H5 1.014, C11 1.496, H13 1.041
13 H -0.39313 2.16553 -0.25242  C12 1.041

No. 3
C5H11NO | the ωB97M-V functional and the def2-TZVPD basis

energy above the lowest of the compared OMol25 structures with the same formula, charge and spin	279.1	kJ/mol

Each atom is followed by the atoms it is bonded to, with distances in Å.
Cartesian coordinates (Å):
1 H -0.81163 1.69763 -1.53844  C3 1.178
2 C -1.40658 -0.09682 0.27259  H8 1.078, C10 1.563, C13 1.467, H15 1.125
3 C 0.15988 1.63274 -0.87509  H1 1.178, C10 1.558, O14 1.450, H16 1.119
4 H 0.61118 -2.53139 0.88733  C5 1.125
5 C 0.15747 -1.66633 0.33000  H4 1.125, N7 1.454, C13 1.618, H18 1.029
6 H 0.20407 1.32934 1.33616  C10 1.206
7 N 0.95378 -0.45034 0.32950  C5 1.454, C10 1.527, H17 1.049
8 H -2.28040 0.43468 0.61223  C2 1.078
9 H -1.40952 -1.08524 2.07251  C13 1.065
10 C -0.05966 0.69195 0.34710  C2 1.563, C3 1.558, H6 1.206, N7 1.527
11 H -1.90547 -2.23830 0.75823  C13 1.154
12 H 1.77411 0.73221 -0.74191  O14 0.919
13 C -1.25321 -1.33196 1.04821  C2 1.467, C5 1.618, H9 1.065, H11 1.154
14 O 1.41449 1.19178 -1.45193  C3 1.450, H12 0.919
15 H -1.49440 -0.37845 -0.81347  C2 1.125
16 H 0.31028 2.70472 -0.58990  C3 1.119
17 H 1.51964 -0.46749 1.21279  N7 1.049
18 H -0.09753 -1.95707 -0.62341  C5 1.029

No. 4
C8H12FN2O | the ωB97M-V functional and the def2-TZVPD basis

total charge	+1
energy above the lowest of the compared OMol25 structures with the same formula, charge and spin	37.9	kJ/mol

Each atom is followed by the atoms it is bonded to, with distances in Å.
Cartesian coordinates (Å):
1 O -0.55611 -2.43235 1.15587  C19 1.200
2 C 1.63429 1.68306 0.28665  F10 1.343, C14 1.467, C17 1.367
3 H -0.85880 0.33323 -2.19227  C24 1.055
4 N 0.86107 -1.15940 -0.82894  H11 0.983, H15 1.050, C23 1.303
5 H -0.93218 2.20580 1.64977  C12 1.102
6 H -1.11568 -1.16973 -2.98776  C24 1.141
7 C 0.72858 -0.12460 1.55464  H8 1.084, N9 1.374, C14 1.397
8 H 0.80003 -1.11622 1.98682  C7 1.084
9 N -0.50587 0.14347 1.01489  C7 1.374, C12 1.501, H20 1.074
10 F 2.71364 2.10954 -0.38835  C2 1.343
11 H 1.38668 -1.67331 -0.17662  N4 0.983
12 C -0.79560 1.59150 0.74465  H5 1.102, N9 1.501, H16 1.093, C17 1.486
13 H -2.19589 -0.57014 -1.70099  C24 1.077
14 C 1.86730 0.64110 1.29213  C2 1.467, C7 1.397, H22 1.049
15 H 1.37728 -0.60628 -1.55672  N4 1.050
16 H -1.63480 1.70205 0.05373  C12 1.093
17 C 0.38481 2.19440 0.07321  C2 1.367, C12 1.486, H18 1.095
18 H 0.06620 3.03380 -0.55447  C17 1.095
19 C -1.08144 -2.18918 0.10513  O1 1.200, H21 1.084, C23 1.476
20 H -1.24324 -0.33345 1.63335  N9 1.074
21 H -2.00274 -2.67448 -0.19614  C19 1.084
22 H 2.69384 0.35245 1.87031  C14 1.049
23 C -0.43533 -1.28704 -0.86871  N4 1.303, C19 1.476, C24 1.461
24 C -1.15601 -0.65421 -1.97017  H3 1.055, H6 1.141, H13 1.077, C23 1.461

No. 5
C4H8O3 | the ωB97M-V functional and the def2-TZVPD basis

energy above the lowest of the compared OMol25 structures with the same formula, charge and spin	412.6	kJ/mol

Each atom is followed by the atoms it is bonded to, with distances in Å.
Cartesian coordinates (Å):
1 C 2.08389 0.20100 0.31995  O4 1.398, H7 1.093, H10 1.085, H11 1.095
2 H -2.06214 -2.12696 -0.04271  O5 0.975
3 C -0.06258 -0.77452 0.26533  O4 1.360, C9 1.441, O13 1.217
4 O 0.73674 0.23928 0.69255  C1 1.398, C3 1.360
5 O -2.41746 -1.32854 0.38941  H2 0.975, C9 1.366
6 H -1.62937 0.20538 1.44839  C9 1.084
7 H 2.22781 -0.28846 -0.64698  C1 1.093
8 H 0.07314 1.90662 -0.67852  C14 1.117
9 C -1.42103 -0.41414 0.58343  C3 1.441, O5 1.366, H6 1.084
10 H 2.57494 -0.35614 1.11123  C1 1.085
11 H 2.45408 1.23144 0.28956  C1 1.095
12 H -1.68827 1.57129 -0.80322  C14 1.062
13 O 0.29337 -1.74713 -0.37304  C3 1.217
14 C -0.72002 1.13656 -0.84175  H8 1.117, H12 1.062, H15 1.090
15 H -0.44310 0.54434 -1.71363  C14 1.090

No. 6
C20H56N8O7 | the ωB97M-V functional and the def2-TZVPD basis

Each atom is followed by the atoms it is bonded to, with distances in Å.
Cartesian coordinates (Å):
1 H -4.03029 -4.74107 3.42205  C39 1.090
2 H 2.45384 -2.04586 -6.77863  C44 1.090
3 N 2.92181 8.05700 3.24038  C50 1.286, H52 1.010, H82 1.010
4 C -6.36829 -6.25245 3.65337  H8 1.090, H14 1.090, C17 1.575, H54 1.090
5 H 0.82767 7.89365 -3.31273  N47 1.010
6 H 4.62269 -4.33257 -2.66112  C85 1.090
7 H -0.43598 5.53168 -2.21001  C78 1.090
8 H -6.55015 -5.25562 3.25166  C4 1.090
9 H -5.54663 -1.49958 -0.66425  C69 1.090
10 H 2.70103 -2.14712 -0.41210  N89 1.010
11 C -2.40047 7.47288 -2.35286  H61 1.090, H67 1.090, H68 1.090, O77 1.412
12 H 1.99135 -3.69528 -7.45972  C44 1.090
13 H 4.24355 -5.77728 -3.51342  C85 1.090
14 H -7.27643 -6.37294 4.24403  C4 1.090
15 H 0.72691 4.16850 -4.55005  C53 1.090
16 H -4.53281 -1.35059 -2.02169  C69 1.090
17 C -5.14531 -6.17304 4.64189  C4 1.575, H31 1.090, N35 1.428, C39 1.519
18 C 2.30417 -0.45183 3.99360  O25 1.384, H27 1.090, H86 1.090, H90 1.090
19 H -0.56012 -0.74721 4.07781  C81 1.090
20 H 3.21090 -4.79541 -5.36146  C45 1.090
21 C 1.68575 -3.32605 -5.28080  C44 1.568, C45 1.583, H48 1.090, N87 1.387
22 H -3.55591 -6.29479 3.30903  C39 1.090
23 O -2.82383 -5.49686 5.07359  C39 1.435, C70 1.355
24 O 2.80141 -4.30521 -3.43617  C45 1.411, C85 1.397
25 O 1.29463 -0.70715 3.08199  C18 1.384, C81 1.424
26 H -0.68862 0.87036 -0.18168  C57 1.090
27 H 2.03116 -0.79213 4.99248  C18 1.090
28 H -5.99094 -4.62011 5.28215  N35 1.010
29 H -4.10752 -2.49768 -0.66200  C69 1.090
30 H 2.97491 0.37320 1.28407  N43 1.010
31 H -5.01597 -7.24172 4.81301  C17 1.090
32 H -1.99630 -1.36769 -0.65271  C65 1.090
33 H 2.37350 4.94789 -4.76279  C53 1.090
34 C 0.72340 6.13828 -3.93690  N47 1.427, C53 1.481, H59 1.090, C78 1.536
35 N -5.50061 -5.36155 5.76166  C17 1.428, H28 1.010, H88 1.010
36 O 3.81723 6.79759 1.75551  C50 1.155
37 H 2.07398 -1.75258 -4.42014  N87 1.010
38 H 2.68697 -1.39672 1.12268  N89 1.010
39 C -3.85805 -5.59000 4.08369  H1 1.090, C17 1.519, H22 1.090, O23 1.435
40 H 3.51808 -5.60524 -1.93863  C85 1.090
41 H -1.28464 5.40994 -3.71922  C78 1.090
42 H 1.69874 7.01002 -2.37274  N47 1.010
43 N 3.61231 0.56810 0.52523  H30 1.010, C46 1.285, H75 1.010
44 C 1.74842 -2.87681 -6.78208  H2 1.090, H12 1.090, C21 1.568, H49 1.090
45 C 3.06694 -3.89755 -4.76044  H20 1.090, C21 1.583, O24 1.411, H55 1.090
46 C 3.61782 -0.43268 -0.28015  N43 1.285, O60 1.196, N89 1.240
47 N 1.52573 7.16497 -3.35568  H5 1.010, C34 1.427, H42 1.010
48 H 1.06558 -4.22240 -5.27548  C21 1.090
49 H 0.90408 -2.42793 -7.30526  C44 1.090
50 C 3.85066 7.28277 2.80330  N3 1.286, O36 1.155, N79 1.304
51 H -2.18549 1.48344 0.45479  C57 1.090
52 H 2.21951 8.28625 2.55168  N3 1.010
53 C 1.46301 4.87577 -4.16790  H15 1.090, H33 1.090, C34 1.481, H83 1.090
54 H -6.30171 -7.13018 3.01053  C4 1.090
55 H 3.91548 -3.22241 -4.87119  C45 1.090
56 H -1.14044 -4.66368 5.49599  C70 1.090
57 C -1.66097 0.56189 0.20234  H26 1.090, H51 1.090, N64 1.433, C65 1.595
58 O -3.76439 -0.41000 -0.37309  C65 1.376, C69 1.445
59 H 0.51180 6.55559 -4.92137  C34 1.090
60 O 4.11922 -0.39502 -1.36479  C46 1.196
61 H -3.04221 7.45490 -3.23374  C11 1.090
62 H 1.28269 -2.72339 -3.51815  N87 1.010
63 H -0.80412 -0.91624 1.29845  N64 1.010
64 N -1.26406 -0.02916 1.44561  C57 1.433, H63 1.010, C76 1.424
65 C -2.45641 -0.39050 -0.79932  H32 1.090, C57 1.595, O58 1.376, H66 1.090
66 H -2.45386 -0.06577 -1.83982  C65 1.090
67 H -2.53756 8.43743 -1.86404  C11 1.090
68 H -2.57738 6.69062 -1.61470  C11 1.090
69 C -4.49369 -1.51858 -0.94543  H9 1.090, H16 1.090, H29 1.090, O58 1.445
70 C -1.60872 -5.10777 4.61760  O23 1.355, H56 1.090, H72 1.090, H73 1.090
71 H -1.23466 1.50037 2.78903  C76 1.090
72 H -1.55525 -4.52018 3.70110  C70 1.090
73 H -0.99867 -5.93084 4.24545  C70 1.090
74 H 0.28641 0.61091 4.37738  C81 1.090
75 H 3.79765 1.51859 0.23832  N43 1.010
76 C -0.55367 0.73612 2.41450  N64 1.424, H71 1.090, C81 1.539, H91 1.090
77 O -1.13809 7.36921 -2.97702  C11 1.412, C78 1.443
78 C -0.59713 6.04347 -3.15880  H7 1.090, C34 1.536, H41 1.090, O77 1.443
79 N 4.83801 7.16131 3.64589  C50 1.304, H80 1.010, H84 1.010
80 H 4.80105 7.49617 4.59805  N79 1.010
81 C 0.10802 -0.07030 3.54538  H19 1.090, O25 1.424, H74 1.090, C76 1.539
82 H 3.02125 8.38393 4.19082  N3 1.010
83 H 1.76604 4.41150 -3.22943  C53 1.090
84 H 5.50921 6.49764 3.28654  N79 1.010
85 C 3.81628 -5.04710 -2.82613  H6 1.090, H13 1.090, O24 1.397, H40 1.090
86 H 3.19037 -1.06575 3.83281  C18 1.090
87 N 1.23678 -2.31713 -4.44171  C21 1.387, H37 1.010, H62 1.010
88 H -4.63480 -4.94180 6.06872  N35 1.010
89 N 2.83540 -1.30427 0.12794  H10 1.010, H38 1.010, C46 1.240
90 H 2.62222 0.58576 4.09529  C18 1.090
91 H 0.25627 1.27287 1.92053  C76 1.090

| no. | energy (Eh) |
| --- | --- |
| 1 | -621.9666 |
| 2 | -303.4964 |
| 3 | -327.0250 |
| 4 | -596.3031 |
| 5 | -382.8077 |
| 6 | -1760.1231 |